w:
C3H4N2OS | ωB97M-V/def2-TZVPD

## Properties
Charge: 0
LUMO energy in Ha: -0.0442
HOMO level in eV: -8.615
2S+1: 1

Positions of all 11 atoms, in Å:
C1 0.192 1.161 1.587
C2 -0.170 0.906 0.152
C3 -0.207 -0.900 -1.444
N1 0.502 0.255 2.404
N2 -0.108 -0.469 -0.063
O1 -0.297 1.689 -0.766
S1 0.074 -1.582 1.167
H1 0.503 2.038 1.979
H2 0.060 -0.046 -2.022
H3 0.612 -1.739 -1.517
H4 -1.161 -1.312 -1.478

***

x:
C3H4N2OS | ωB97M-V/def2-TZVPD

## Properties
Charge: 0
SMILES string: [H]/N=c1/[nH]cc(S)o1
LUMO energy in Ha: 0.0206
HOMO level in eV: -7.783
2S+1: 1

Positions of all 11 atoms, in Å:
H1 -2.553 -1.819 -0.013
N1 -2.676 -0.821 0.007
C1 -1.551 -0.241 -0.011
N2 -1.323 1.120 -0.002
C2 0.053 1.366 -0.004
C3 0.646 0.167 -0.001
S1 2.303 -0.404 0.001
O1 -0.304 -0.823 0.003
H2 -2.078 1.772 0.025
H3 0.496 2.397 0.012
H4 2.827 0.848 -0.006

***

Computed relative energies in units of eV: w 2.092; x 0.000